(1)
{"formula": "C21H30Cl36O5S3", "method": "wB97M-V/def2-TZVPD", "homo_lumo_gap_ev": 9.22, "e_lumo_ev": 0.1, "homo_ev": -9.155, "spin_multiplicity": 1, "symbols": ["C", "C", "O", "C", "C", "C", "O", "S", "O", "O", "O", "C", "S", "C", "S", "C", "C", "H", "H", "H", "H", "H", "H", "H", "H", "H", "H", "H", "H", "H", "H", "H", "H", "H", "H", "C", "Cl", "Cl", "Cl", "H", "C", "Cl", "Cl", "Cl", "H", "C", "Cl", "Cl", "Cl", "H", "C", "Cl", "Cl", "Cl", "H", "C", "Cl", "Cl", "Cl", "H", "C", "Cl", "Cl", "Cl", "H", "C", "Cl", "Cl", "Cl", "H", "C", "Cl", "Cl", "Cl", "H", "C", "Cl", "Cl", "Cl", "H", "C", "Cl", "Cl", "Cl", "H", "C", "Cl", "Cl", "Cl", "H", "C", "Cl", "Cl", "Cl", "H"], "coordinates": [[-2.81577, 5.43027, -4.48464], [-1.93179, 4.41240, -5.17535], [-0.96097, 3.98202, -4.25387], [-0.40719, 2.75195, -4.56685], [0.35206, 2.19770, -3.35375], [-0.39343, 1.49799, -2.24049], [0.65161, 0.92167, -1.39569], [0.48767, 1.20857, 0.12710], [1.48496, 2.05790, 0.58252], [0.35879, -0.00590, 0.80128], [-0.99699, 1.79117, 0.08826], [-1.22405, 2.28473, -1.24322], [-0.74772, 4.08294, -1.11728], [-2.72313, 2.38706, -1.44499], [-3.51304, 0.90278, -2.10754], [-4.23429, 1.51650, -3.64862], [-5.26880, 0.56974, -4.18105], [-2.79748, 5.30645, -3.42862], [-2.43116, 6.40080, -4.69101], [-3.80319, 5.36342, -4.88495], [-1.44684, 4.93453, -5.98382], [-2.50624, 3.60931, -5.58768], [-1.12427, 2.02496, -4.98582], [0.35134, 2.87584, -5.32019], [0.98863, 1.46065, -3.78947], [0.96830, 2.97824, -2.97591], [-0.85615, 0.63841, -2.64176], [0.56698, 4.01929, -1.33529], [-3.13533, 2.58018, -0.48309], [-2.87074, 3.19240, -2.11403], [-3.44700, 1.55173, -4.36757], [-4.60388, 2.51144, -3.53428], [-5.69144, 1.01742, -5.05376], [-6.03109, 0.33953, -3.47426], [-4.76312, -0.30260, -4.52553], [2.83875, -2.25373, 1.79219], [3.06046, -3.85082, 1.04845], [2.67922, -2.41536, 3.54231], [4.15217, -1.15547, 1.38870], [1.92311, -1.82836, 1.40416], [5.18481, 2.23185, 3.05769], [5.09175, 1.09626, 4.41169], [5.14638, 3.90080, 3.61952], [6.63914, 1.93074, 2.10361], [4.32477, 2.06837, 2.42401], [4.20072, -5.96411, 4.04952], [4.27845, -7.58182, 3.34069], [4.03133, -6.05933, 5.80353], [5.61801, -5.02918, 3.60088], [3.32910, -5.46363, 3.65275], [-1.93539, -1.82711, -5.23566], [-3.42004, -2.24394, -6.08457], [-1.73192, -0.06573, -5.12840], [-1.91454, -2.53029, -3.62238], [-1.10320, -2.22794, -5.79524], [-1.53235, 3.59430, 3.42590], [-2.36979, 3.40048, 4.96298], [-2.66820, 3.47976, 2.08074], [-0.66660, 5.12961, 3.37585], [-0.81158, 2.79591, 3.32712], [-5.69300, 4.86764, 7.12485], [-5.66900, 4.89540, 5.36626], [-7.32692, 4.57941, 7.72329], [-4.57438, 3.64825, 7.74117], [-5.36909, 5.83187, 7.48372], [1.36937, -9.72852, 2.18413], [-0.10647, -8.99549, 1.55890], [1.02421, -11.28150, 2.94036], [2.56288, -9.91558, 0.89551], [1.78657, -9.07025, 2.93172], [4.27988, 4.42989, 7.78423], [4.42854, 3.17800, 6.55444], [4.80371, 3.83382, 9.36114], [5.20154, 5.86468, 7.32408], [3.24048, 4.70970, 7.86021], [7.81084, -4.12978, 0.43509], [6.05824, -3.94009, 0.51117], [8.40123, -5.08812, 1.79784], [8.29396, -4.86682, -1.09520], [8.26044, -3.15041, 0.49330], [-4.87268, 8.70557, 4.66159], [-6.63017, 8.76935, 4.78689], [-4.18297, 7.81765, 6.02046], [-4.37899, 7.97761, 3.13421], [-4.49444, 9.71527, 4.69366], [0.10656, -5.34670, -6.02284], [-1.03793, -5.60155, -4.71000], [-0.73362, -5.20792, -7.56665], [1.09508, -3.91117, -5.72254], [0.76483, -6.20038, -6.07024], [1.22776, -11.94584, -1.87870], [-0.25200, -11.20131, -2.48445], [0.88067, -13.48984, -1.10271], [2.40628, -12.14614, -3.17707], [1.65323, -11.28826, -1.13759]]}



(2)
{"formula": "C21H30F5NOOsP2", "method": "wB97M-V/def2-TZVPD", "homo_lumo_gap_ev": [5.18, 5.31], "e_lumo_ev": [0.4, -2.6], "homo_ev": [-4.775, -7.909], "spin_multiplicity": 5, "symbols": ["Os", "P", "P", "N", "H", "C", "H", "H", "H", "C", "H", "H", "H", "C", "H", "H", "H", "C", "H", "H", "H", "C", "H", "H", "H", "C", "H", "H", "H", "C", "C", "C", "C", "C", "C", "H", "H", "H", "H", "H", "C", "O", "C", "H", "H", "H", "C", "H", "H", "H", "F", "C", "C", "C", "F", "C", "F", "C", "F", "C", "F"], "coordinates": [[-0.03975, -0.31855, -0.02576], [2.25911, -0.60846, -0.30544], [-2.37693, -0.35548, 0.04374], [-0.10700, 0.50368, -1.62506], [1.26875, -2.78491, 1.87946], [2.95870, -2.08361, -1.12336], [4.05269, -1.97997, -1.11097], [2.60852, -2.12501, -2.16051], [2.66108, -2.99571, -0.59713], [3.20312, -0.56999, 1.24191], [4.25169, -0.75699, 0.99087], [2.83839, -1.34433, 1.92188], [3.10696, 0.40444, 1.72632], [3.12194, 0.65494, -1.30228], [4.19967, 0.51620, -1.20274], [2.84070, 1.64636, -0.95263], [2.83007, 0.55197, -2.34749], [-3.36053, -1.72395, -0.67400], [-4.42390, -1.48334, -0.53218], [-3.12607, -2.66238, -0.15998], [-3.14349, -1.82502, -1.74169], [-3.22875, -0.29104, 1.65184], [-4.30934, -0.27914, 1.46959], [-2.92510, 0.60827, 2.19513], [-2.96051, -1.17862, 2.23301], [-3.14473, 1.07115, -0.78248], [-4.20771, 1.07770, -0.53194], [-3.01246, 0.97776, -1.86075], [-2.67561, 1.99425, -0.43939], [-0.15058, 1.28418, -2.70691], [-0.05415, 1.58388, -5.13720], [-0.10201, 0.74249, -4.03825], [-0.21134, 2.71172, -2.57991], [-0.09040, 3.52494, -3.69756], [-0.03954, 2.96618, -4.96909], [-0.02076, 1.14762, -6.13441], [-0.08344, -0.34587, -4.11735], [-0.29753, 3.11503, -1.57228], [-0.04384, 4.60035, -3.53572], [0.01000, 3.61989, -5.83091], [0.20404, -3.03484, 1.69916], [-0.34411, -2.06724, 0.81171], [0.07905, -4.41087, 1.03196], [-0.28150, -5.15730, 1.75281], [1.05473, -4.72923, 0.65313], [-0.63506, -4.37026, 0.20163], [-0.51341, -3.10879, 3.04547], [-1.46592, -3.64215, 2.94560], [-0.71502, -2.13716, 3.49443], [0.11868, -3.66614, 3.74297], [-0.65745, -0.14710, 3.20840], [-0.19540, 1.06433, 2.76329], [0.23472, 1.19497, 1.43398], [0.82955, 2.44135, 1.20616], [1.33646, 2.75089, -0.02930], [0.96540, 3.46027, 2.14393], [1.56957, 4.61670, 1.80107], [0.47264, 3.26221, 3.43498], [0.62674, 4.21368, 4.37184], [-0.13684, 2.04956, 3.74135], [-0.62279, 1.82651, 4.98706]]}



(3)
{"formula": "C21H30FN9O3", "method": "wB97M-V/def2-TZVPD", "homo_lumo_gap_ev": 11.34, "e_lumo_ev": 0.1, "smiles": "O=C1OC[C@@H](F)O1.CC#N.CC#N.CC#N.CC#N.CC#N.CC#N.CC#N.CC#N.CC#N", "homo_ev": -11.256, "spin_multiplicity": 1, "symbols": ["C", "C", "O", "C", "O", "O", "F", "H", "H", "H", "C", "C", "N", "H", "H", "H", "C", "C", "N", "H", "H", "H", "C", "C", "N", "H", "H", "H", "C", "C", "N", "H", "H", "H", "C", "C", "N", "H", "H", "H", "C", "C", "N", "H", "H", "H", "C", "C", "N", "H", "H", "H", "C", "C", "N", "H", "H", "H", "C", "C", "N", "H", "H", "H"], "coordinates": [[-4.20369, -0.97734, 0.80421], [-3.28910, -2.13382, 0.38822], [-3.93130, -3.20235, 1.07785], [-5.25281, -2.95715, 1.10418], [-6.13772, -3.69294, 1.35283], [-5.45949, -1.62132, 0.80627], [-2.03854, -2.04899, 0.91881], [-4.12325, -0.15466, 0.09730], [-3.89060, -0.68903, 1.80981], [-3.21476, -2.36687, -0.67407], [0.81471, -0.42833, -0.08210], [1.24986, 0.75966, 0.64194], [1.55318, 1.71876, 1.19655], [1.68033, -0.96936, -0.46729], [0.21335, -0.20410, -0.96231], [0.28182, -1.04872, 0.63654], [1.45563, 4.92459, 1.00503], [1.46292, 5.07639, -0.45183], [1.46620, 5.19066, -1.59214], [2.33473, 4.36876, 1.32512], [0.54872, 4.40735, 1.29879], [1.55228, 5.88170, 1.51692], [3.29638, -2.68414, -1.85087], [4.08056, -1.65999, -2.54713], [4.70171, -0.85818, -3.08141], [2.79082, -3.26977, -2.61405], [2.64276, -2.29295, -1.07551], [3.95706, -3.35878, -1.30426], [-0.51166, -2.88536, -2.40867], [0.20475, -4.14829, -2.14815], [0.80659, -5.07298, -1.83276], [-0.72164, -2.84706, -3.47666], [0.20893, -2.10267, -2.17243], [-1.43592, -2.78037, -1.85161], [-4.89263, 0.43222, -1.99857], [-3.48421, 0.48581, -1.64669], [-2.37027, 0.61480, -1.38928], [-4.99699, -0.32244, -2.78146], [-5.15118, 1.43346, -2.33667], [-5.55198, 0.10115, -1.20023], [-2.16585, 2.79737, 1.04480], [-3.60987, 2.88021, 0.72290], [-4.73355, 2.99205, 0.51472], [-2.12053, 3.32963, 1.99856], [-1.65039, 3.35045, 0.26460], [-1.76270, 1.80239, 1.18363], [5.04299, -3.21024, 2.61497], [3.97518, -2.43037, 1.99832], [3.13200, -1.78928, 1.56422], [5.27008, -2.82590, 3.60743], [5.95351, -3.14472, 2.02074], [4.76732, -4.26038, 2.69249], [3.10268, 1.68418, 3.68832], [4.20713, 0.73795, 3.83014], [5.08335, -0.00230, 3.90124], [3.43231, 2.64738, 4.07744], [2.20569, 1.31529, 4.17454], [2.89328, 1.85640, 2.63257], [-0.13807, 2.73177, -2.73194], [0.40423, 1.37861, -2.78067], [0.83454, 0.31388, -2.82726], [-0.99920, 2.81884, -3.39222], [0.61228, 3.41518, -3.12378], [-0.38195, 2.99426, -1.70997]]}



(4)
{"formula": "C21H30N4O3", "method": "wB97M-V/def2-TZVPD", "homo_lumo_gap_ev": 8.92, "e_lumo_ev": 0.7, "smiles": "COc1ccc(C(=O)NCc2cnn(C)c2)cc1OC1CCN(C(C)C)CC1", "homo_ev": -8.231, "spin_multiplicity": 1, "symbols": ["C", "H", "O", "C", "C", "C", "C", "C", "C", "O", "C", "C", "C", "N", "C", "C", "H", "H", "H", "H", "C", "C", "H", "H", "H", "C", "H", "H", "H", "H", "H", "H", "H", "H", "H", "H", "C", "O", "N", "H", "C", "C", "C", "N", "N", "C", "H", "C", "H", "H", "H", "H", "H", "H", "H", "H", "H", "H"], "coordinates": [[-1.71900, -3.64687, -0.11939], [-2.71900, -4.07358, -0.18652], [-1.86891, -2.28980, -0.45460], [-0.76951, -1.46990, -0.41667], [0.50721, -1.93518, -0.12466], [1.60469, -1.09366, -0.11255], [1.44475, 0.25330, -0.40675], [0.17420, 0.72396, -0.70548], [-0.94638, -0.09926, -0.70172], [-2.10190, 0.52788, -1.04124], [-3.37941, 0.02981, -0.66788], [-4.40832, 0.98681, -1.26469], [-5.81298, 0.56573, -0.84118], [-5.91037, 0.59083, 0.60431], [-5.00437, -0.37690, 1.18476], [-3.56426, 0.00233, 0.84950], [-2.87805, -0.71261, 1.30502], [-3.34853, 0.99612, 1.24514], [-5.19546, -1.40254, 0.81667], [-5.13676, -0.37540, 2.26964], [-7.25879, 0.56766, 1.15318], [-8.13336, -0.59970, 0.67415], [-8.34711, -0.51069, -0.38824], [-9.07614, -0.59841, 1.21513], [-7.63682, -1.55079, 0.85329], [-7.95796, 1.90283, 0.88981], [-8.84124, 1.98682, 1.51778], [-8.27158, 1.98926, -0.14720], [-7.28263, 2.72177, 1.12026], [-7.13008, 0.47286, 2.23877], [-6.02092, -0.43989, -1.25054], [-6.53784, 1.26449, -1.25839], [-4.32436, 0.98953, -2.35168], [-4.20076, 1.99227, -0.89880], [-3.53234, -0.97520, -1.07868], [0.03924, 1.76486, -0.95302], [2.58689, 1.21106, -0.45669], [2.63669, 2.14107, -1.23753], [3.55724, 0.97410, 0.45945], [3.46741, 0.19439, 1.09010], [4.80042, 1.71227, 0.48566], [5.97056, 0.79639, 0.34678], [7.15594, 0.79876, 1.05297], [7.89890, -0.22454, 0.58406], [7.26615, -0.89181, -0.37288], [6.10293, -0.29203, -0.53358], [5.40154, -0.64460, -1.26298], [9.21387, -0.61523, 1.00101], [9.49764, -1.48915, 0.41855], [9.22371, -0.86752, 2.06328], [9.93077, 0.18821, 0.82052], [7.51084, 1.44734, 1.82849], [4.88387, 2.28526, 1.41729], [4.74923, 2.41460, -0.35366], [2.58013, -1.51268, 0.08682], [0.66117, -2.98194, 0.08372], [-1.05912, -4.16642, -0.82132], [-1.34129, -3.77311, 0.90056]]}